# 1
The following is a DFT calculation (the ωB97M-V functional and the def2-TZVPD basis) of a molecular structure, C5H6AlO4 in a non-equilibrium geometry.

```
16
Properties=species:S:1:pos:R:3
C 1.00732 0.21397 -3.11255
H 1.07616 1.30609 -3.19091
H 0.97848 -0.31948 -4.07066
C 1.07737 -0.42390 -1.93144
H 0.88693 -1.50604 -1.93504
H -0.15066 1.65748 -0.29749
C 0.51242 0.83377 0.01074
C -0.04727 -0.13656 0.91155
O -1.30467 0.07423 1.31657
C -1.67283 -0.34274 2.56102
O -0.91355 -0.65498 3.43094
O -2.98479 -0.32963 2.59000
O 1.79312 1.06244 0.11097
H 0.42652 -1.09744 1.12618
H -3.30495 -0.58926 3.46509
Al 2.62040 0.25203 -0.98497
```

Output
Expectation value of S²: 0.842
Total charge: +2
Calculated total energy, Ha: -736.663837
2S+1: 2
Molar mass, g mol⁻¹: 157.08
HOMO level (alpha / beta), eV: -17.93 / -18.62
Kohn-Sham gap (alpha / beta), eV: 5.59 / 6.19

Atom charges from the Löwdin analysis, given in e for atoms 1 to 6: number 1, C, carries 0.070; number 2, H, carries 0.103; number 3, H, carries 0.123; number 4, C, carries -0.122; number 5, H, carries 0.101; number 6, H, carries 0.189

=====

# 2
The following is a DFT calculation (the ωB97M-V functional and the def2-TZVPD basis) of a molecular structure, C4H18LiN8O5 in a non-equilibrium geometry.

```
36
Properties=species:S:1:pos:R:3
Li -6.15291 -6.85420 -14.99062
C -5.42349 -3.85890 -14.85533
O -6.36552 -4.59005 -15.21827
N -4.96901 -2.82916 -15.43095
N -4.74603 -4.12546 -13.77675
H -5.46291 -2.61360 -16.28518
H -4.29727 -2.11371 -15.19225
H -4.66287 -5.08033 -13.45830
H -3.98305 -3.47538 -13.65283
C -9.35785 -6.66823 -15.39274
O -8.24282 -6.69773 -14.90315
N -10.46576 -7.06824 -14.86278
N -9.57661 -6.60743 -16.65297
H -11.30608 -6.77506 -15.34028
H -10.48851 -7.10470 -13.85369
H -10.43611 -6.89810 -17.09668
H -8.82663 -6.33870 -17.27379
C -7.27932 -9.74706 -14.18778
O -6.41001 -8.98934 -14.63304
N -7.97861 -10.59595 -14.88428
N -7.70910 -9.76916 -13.01590
H -7.71655 -10.58972 -15.85967
H -8.60789 -11.17779 -14.34991
H -8.57132 -10.19352 -12.70509
H -7.21513 -9.17190 -12.36831
C -6.08473 -6.38633 -11.81845
O -5.99014 -6.53754 -13.06412
N -5.16036 -6.07463 -10.89869
N -7.20220 -6.68614 -11.28602
H -5.41212 -6.04803 -9.92094
H -4.20377 -5.81749 -11.09600
H -7.35551 -6.65664 -10.28815
H -7.93134 -6.96615 -11.92636
O -5.17886 -6.83903 -16.85759
H -4.35432 -7.32316 -16.90189
H -5.06595 -6.11580 -17.47437
```

Output
Expectation value of S²: 0.757
Total charge: +2
Calculated total energy, Ha: -984.536361
2S+1: 2
Molar mass, g mol⁻¹: 265.18
HOMO level (alpha / beta), eV: -15.57 / -15.42
Kohn-Sham gap (alpha / beta), eV: 10.36 / 3.69

Atom charges from the Löwdin analysis, given in e for atoms 1 to 6: number 1, Li, carries 0.687; number 2, C, carries -0.639; number 3, O, carries 0.204; number 4, N, carries 0.248; number 5, N, carries 0.224; number 6, H, carries 0.155

=====

# 3
The following is a DFT calculation (the ωB97M-V functional and the def2-TZVPD basis) of C3H7Cl2N3 in the gas phase in a non-equilibrium geometry.

```
15
Properties=species:S:1:pos:R:3
H 0.87716 0.17808 -1.94601
N 0.52794 0.45967 -2.95143
C -0.09691 1.53334 -2.71581
N -0.15620 2.09024 -1.46267
N 0.77771 1.38478 -0.56134
C 0.09740 0.98072 0.74757
C -0.18962 -0.56532 0.69669
Cl 1.08799 -1.77446 0.78942
Cl -1.54970 -1.08371 1.96520
H -0.38750 2.34760 -3.41283
H -0.44821 3.11714 -1.10142
H 1.62605 2.12391 -0.35558
H -0.80731 1.44946 1.10909
H 0.65921 1.05908 1.67105
H -0.58165 -0.92176 -0.33524
```

Output
Total charge: 0
SMILES: [H]/N=C\NNCC(Cl)Cl
Calculated total energy, Ha: -1203.042301
Relative energy (zero: lowest compared OMol25 entry of this formula, charge and spin), eV: 2.115
Molar mass, g mol⁻¹: 156.02
HOMO level, eV: -9.37
Kohn-Sham gap, eV: 9.77

Atom charges from the Löwdin analysis, given in e for atoms 1 to 6: number 1, H, carries 0.056; number 2, N, carries 0.054; number 3, C, carries -0.381; number 4, N, carries -0.085; number 5, N, carries -0.101; number 6, C, carries -0.258

=====

# 4
The following is a DFT calculation (the ωB97M-V functional and the def2-TZVPD basis) of a molecular structure, C5H7N in a non-equilibrium geometry.

```
13
Properties=species:S:1:pos:R:3
C -1.20411 -0.28155 -0.56314
C -0.57742 -0.65194 0.72682
C 0.20662 -0.65732 -0.77361
C 1.19252 0.32153 -0.13044
N 0.86178 1.70052 -0.13914
C 0.51152 0.28258 1.14049
H -1.87336 -1.05387 -0.93678
H -1.59293 0.72209 -0.68968
H -1.10197 -1.31164 1.43651
H 0.51886 -1.38773 -1.52016
H 2.24617 0.08959 -0.19448
H -0.06999 1.86054 -0.51656
H 0.88230 0.36722 2.16019
```

Output
Total charge: 0
Calculated total energy, Ha: -249.283813
Relative energy (zero: lowest compared OMol25 entry of this formula, charge and spin), eV: 5.155
Molar mass, g mol⁻¹: 81.12
HOMO level, eV: -8.02
Kohn-Sham gap, eV: 8.88

Atom charges from the Löwdin analysis, given in e for atoms 1 to 6: number 1, C, carries -0.163; number 2, C, carries -0.129; number 3, C, carries -0.082; number 4, C, carries -0.461; number 5, N, carries 0.125; number 6, C, carries -0.029

=====

# 5
The following is a DFT calculation (the ωB97M-V functional and the def2-TZVPD basis) of C3H4BrN3S in the gas phase in a non-equilibrium geometry.

```
12
Properties=species:S:1:pos:R:3
C -0.38569 0.16487 -1.09014
N 0.60175 -0.49969 -0.34629
C 0.88319 -1.78191 -0.73070
N 1.02535 -2.87364 -1.05637
N 0.97901 0.13095 0.83695
C 1.95093 -0.16751 1.52575
S 3.30420 -1.23240 1.37007
Br 4.30573 -0.07431 -0.23796
H -1.39275 -0.22991 -0.80210
H -0.38906 1.17530 -0.77853
H -0.01002 0.10990 -2.11541
H 2.07197 0.53351 2.37341
```

Output
Total charge: 0
SMILES: CN(C#N)/N=C\SBr
Calculated total energy, Ha: -3253.087232
Relative energy (zero: lowest compared OMol25 entry of this formula, charge and spin), eV: 1.203
Molar mass, g mol⁻¹: 194.06
HOMO level, eV: -9.40
Kohn-Sham gap, eV: 8.23

Atom charges from the Löwdin analysis, given in e for atoms 1 to 6: number 1, C, carries -0.058; number 2, N, carries -0.195; number 3, C, carries -0.295; number 4, N, carries 0.172; number 5, N, carries 0.039; number 6, C, carries -0.680

=====

# 6
The following is a DFT calculation (the ωB97M-V functional and the def2-TZVPD basis) of a gas-phase ion, C8H21N3P (charge +1) in a non-equilibrium geometry.

```
33
Properties=species:S:1:pos:R:3
C -1.19685 2.30952 0.92102
N -1.30862 1.12928 0.04917
C -1.84830 1.59710 -1.21813
C -0.86669 -0.08044 0.28377
C 0.38708 -0.22388 1.12021
P 1.77535 0.07974 -0.00962
C 2.81071 1.24898 0.96206
C 2.97707 -1.35057 -0.04619
N 1.16678 0.53816 -1.35476
N -1.43436 -1.21188 -0.10211
C -0.63623 -2.41926 -0.17445
C -2.78747 -1.20881 -0.60110
H -0.19650 2.94059 0.67946
H -2.10499 2.90902 0.60655
H -1.07211 2.04342 1.98419
H -2.95346 1.69888 -1.12185
H -1.35649 2.51551 -1.49853
H -1.67485 0.80031 -1.95963
H 0.53755 -1.25496 1.43211
H 0.24102 0.41878 2.01653
H 3.06491 0.79895 1.92160
H 3.61833 1.41656 0.34492
H 2.26056 2.19981 1.13492
H 3.47506 -1.40248 -1.01271
H 3.67041 -1.10957 0.70363
H 2.41225 -2.34373 0.21925
H 1.66202 0.35225 -2.16159
H 0.22555 -2.35649 -0.99594
H -0.03728 -2.76623 0.70110
H -1.26380 -3.28059 -0.46090
H -3.52097 -0.41226 -0.52285
H -2.74062 -1.45736 -1.61951
H -3.28506 -2.11835 -0.22062
```

Output
Total charge: +1
SMILES: CN(C)C(CP(C)(C)=N)=[N+](C)C
Calculated total energy, Ha: -822.744225
Relative energy (zero: lowest compared OMol25 entry of this formula, charge and spin), eV: 0.000
Molar mass, g mol⁻¹: 190.25
HOMO level, eV: -12.26
Kohn-Sham gap, eV: 9.50

Atom charges from the Löwdin analysis, given in e for atoms 1 to 6: number 1, C, carries -0.022; number 2, N, carries -0.161; number 3, C, carries -0.051; number 4, C, carries -0.330; number 5, C, carries -0.160; number 6, P, carries 0.650